Molecular formula: C23H24HfN4O3
Method: DFT, ωB97M-V/def2-TZVPD

Positions of all 55 atoms, in Å:
Hf  -0.4520  -0.8018  0.1359
C  -4.4298  -2.0295  -0.0972
C  -3.1449  -1.6117  0.5483
O  -2.0580  -1.7172  -0.2181
C  -3.1106  -1.1922  1.8545
C  -1.9491  -0.9562  2.6612
C  -2.0750  -0.6586  4.1124
N  -0.7679  -1.0571  2.0908
N  0.4418  -1.0063  2.7583
C  1.4267  -1.3094  1.9614
O  1.1808  -1.5928  0.6609
C  2.8098  -1.3735  2.4192
C  3.7963  -1.8454  1.5461
C  5.1148  -1.9111  1.9535
C  5.4636  -1.5020  3.2344
C  4.4866  -1.0393  4.1066
C  3.1645  -0.9764  3.7097
H  -4.3012  -2.0963  -1.1749
H  -5.2369  -1.3399  0.1421
H  -4.7163  -3.0164  0.2718
H  -4.0618  -1.1323  2.3631
H  -3.0628  -0.2680  4.3409
H  -1.3009  0.0461  4.4125
H  -1.9159  -1.5706  4.6932
H  3.5121  -2.1815  0.5588
H  5.8715  -2.2898  1.2798
H  6.4959  -1.5482  3.5535
H  4.7626  -0.7346  5.1071
H  2.4007  -0.6279  4.3919
C  0.0822  2.8090  -4.1119
N  -0.2220  2.8528  -2.6913
N  -0.2009  1.7233  -1.9251
C  -0.3999  2.0733  -0.6138
O  -0.4796  1.1453  0.2948
C  -0.5051  3.4529  -0.5667
C  -0.3798  3.9081  -1.8769
C  -0.4248  5.3099  -2.3597
C  -0.2760  0.3644  -2.3538
C  -1.4214  -0.1408  -2.9655
C  -1.5161  -1.5036  -3.2147
C  -0.5144  -2.3716  -2.7950
C  0.6352  -1.8754  -2.1835
C  0.7740  -0.4952  -1.9919
H  0.8031  2.0171  -4.3060
H  0.5351  3.7515  -4.4051
H  -0.8121  2.6463  -4.7131
H  -0.6458  4.0577  0.3125
H  -1.1167  5.8744  -1.7382
H  -0.7434  5.3785  -3.3972
H  0.5536  5.7854  -2.2660
H  -2.2259  0.5226  -3.2585
H  -2.3940  -1.8921  -3.7132
H  -0.6117  -3.4345  -2.9715
H  1.4503  -2.5388  -1.9298
H  1.7117  -0.0806  -1.6367

Its electronic energy is -37638.27356 eV. As for the multiplicity: 1. The energy above the lowest of the compared OMol25 structures with the same formula, charge and spin comes out at 7.8 kcal/mol. As for the total charge: +2.

Molecular formula: C23H24N2OPd
Method: DFT, ωB97M-V/def2-TZVPD

Positions of all 51 atoms, in Å:
Pd  -0.8819  -0.7565  0.1997
O  -2.9349  -1.6596  1.2541
C  -2.4594  -2.8405  1.8870
C  -1.5271  -3.5971  0.9680
C  -1.3319  -4.9653  1.1089
C  -0.5063  -5.6181  0.2136
C  0.0864  -4.8873  -0.8103
C  -0.1470  -3.5283  -0.8667
N  -0.9213  -2.8976  0.0217
H  -2.9408  -0.9276  1.8806
H  -3.3077  -3.4899  2.1193
H  -1.9363  -2.6286  2.8239
H  -1.8456  -5.5024  1.8955
H  -0.3433  -6.6844  0.2970
H  0.7292  -5.3542  -1.5425
H  0.3026  -2.9046  -1.6217
C  -0.5379  -0.5110  -3.8347
N  0.0065  -0.0530  -2.5740
C  -0.0385  1.3961  -2.4833
C  1.3563  -0.5342  -2.3677
C  1.8607  -0.5023  -0.9375
C  3.2472  -0.4024  -0.7892
C  3.8600  -0.4450  0.4502
C  3.0740  -0.5808  1.5853
C  1.6950  -0.6564  1.4589
C  1.0747  -0.6294  0.2094
H  -0.0445  -0.0448  -4.7052
H  -1.6015  -0.2730  -3.8846
H  -0.4267  -1.5933  -3.9247
H  0.4876  1.8642  -3.3329
H  0.4196  1.7221  -1.5529
H  -1.0733  1.7390  -2.4731
H  2.0798  0.0324  -2.9812
H  1.4070  -1.5618  -2.7392
H  3.8574  -0.2843  -1.6791
H  4.9361  -0.3592  0.5292
H  3.5269  -0.6020  2.5689
H  1.0877  -0.7208  2.3521
C  -0.8285  1.1237  0.6855
C  -0.8219  2.2961  0.9985
C  -0.8085  3.6812  1.3695
C  -1.9997  4.3919  1.5408
C  -1.9776  5.7323  1.8902
C  -0.7688  6.3895  2.0754
C  0.4205  5.6926  1.9099
C  0.4033  4.3519  1.5607
H  -2.9404  3.8772  1.3954
H  -2.9100  6.2677  2.0187
H  -0.7538  7.4373  2.3460
H  1.3682  6.1960  2.0542
H  1.3283  3.8046  1.4324

Its electronic energy is -32745.18406 eV. As for the multiplicity: 1. The energy above the lowest of the compared OMol25 structures with the same formula, charge and spin comes out at 9.1 kcal/mol.

Molecular formula: C23H24N4O2
Method: DFT, ωB97M-V/def2-TZVPD

Positions of all 53 atoms, in Å:
C  -5.7064  -1.8726  1.9222
C  -4.3328  -1.8142  2.0061
C  -3.6168  -1.4966  0.8530
C  -4.3088  -1.2478  -0.3497
C  -5.6895  -1.3057  -0.4342
C  -6.3752  -1.6223  0.7224
H  -7.4527  -1.6789  0.6989
H  -6.1991  -1.1122  -1.3644
O  -3.4340  -0.9645  -1.3433
C  -2.1805  -1.0258  -0.7925
C  -2.2367  -1.3472  0.5338
H  -1.4102  -1.4855  1.1986
C  -1.0788  -0.7674  -1.6748
C  0.2840  -0.5656  -1.4666
C  0.8033  -0.3773  -2.7582
N  -0.1410  -0.4483  -3.6762
N  -1.2663  -0.6807  -3.0192
H  -2.1423  -0.7826  -3.5068
H  1.8203  -0.1892  -3.0338
C  1.0462  -0.5298  -0.1858
N  2.1446  0.4205  -0.2485
C  1.7345  1.7966  -0.4318
H  1.1899  1.8575  -1.3772
H  2.6406  2.4004  -0.5288
C  0.8822  2.4286  0.6989
C  -0.6197  2.4529  0.3884
H  -1.1973  2.4348  1.3145
C  -0.7765  3.8046  -0.3031
H  -0.4819  3.7302  -1.3506
C  0.2267  4.6568  0.4712
H  -0.2418  5.0938  1.3646
O  1.2697  3.7881  0.8768
H  0.6604  5.4631  -0.1260
H  -1.7878  4.2001  -0.2460
H  -0.9294  1.6190  -0.2363
H  1.0956  1.9076  1.6408
C  3.0924  0.2132  0.8298
C  3.8911  -1.0433  0.6076
C  4.2857  -1.8513  1.6669
C  5.0344  -2.9862  1.3970
N  5.3922  -3.3513  0.1787
C  5.0157  -2.5828  -0.8303
C  4.2732  -1.4250  -0.6740
H  3.9804  -0.8252  -1.5202
H  5.3288  -2.9167  -1.8111
H  5.3609  -3.6402  2.1955
H  4.0154  -1.6015  2.6825
H  3.7825  1.0628  0.8395
H  2.6120  0.1654  1.8228
H  1.4838  -1.5195  -0.0069
H  0.3610  -0.3122  0.6507
H  -3.8179  -2.0092  2.9342
H  -6.2843  -2.1178  2.8008

Its electronic energy is -34295.11773 eV. As for the multiplicity: 1. Its SMILES is c1ccc2oc(-c3[nH]ncc3CN(Cc3ccncc3)C[C@@H]3CCCO3)cc2c1. The energy above the lowest of the compared OMol25 structures with the same formula, charge and spin comes out at 68.3 kcal/mol.

Molecular formula: C23H24N4O4S2
Method: DFT, ωB97M-V/def2-TZVPD

Positions of all 57 atoms, in Å:
C  8.2562  -0.4445  -0.5736
H  7.9922  -0.8375  -1.5516
H  9.1297  -0.9740  -0.2020
C  7.0872  -0.6052  0.3898
C  5.8556  0.1162  -0.1272
O  5.8296  0.6871  -1.1949
N  4.7683  0.0725  0.7056
C  3.5327  0.6596  0.4456
C  3.1674  1.4732  -0.6175
C  1.8559  1.9175  -0.6742
C  0.9531  1.5617  0.3075
C  1.3161  0.7681  1.3830
C  2.6168  0.3256  1.4481
C  3.2765  -0.5364  2.4808
H  2.7903  -1.5111  2.5372
H  3.2274  -0.0789  3.4694
C  4.7243  -0.6499  1.9741
H  5.4295  -0.2011  2.6807
H  5.0121  -1.6935  1.8221
H  0.5869  0.5314  2.1410
S  -0.7444  2.0586  0.1211
O  -0.8232  3.3405  -0.5067
O  -1.4411  1.8363  1.3609
N  -1.2387  0.9125  -1.0075
H  -1.8110  1.3267  -1.7341
C  -1.8623  -0.2591  -0.4431
C  -3.3773  -0.1024  -0.4952
O  -3.9351  0.5067  -1.3837
N  -4.0634  -0.7249  0.4983
C  -5.4366  -0.6823  0.5759
N  -6.1060  -1.2548  1.5181
C  -7.4369  -1.0610  1.3451
C  -7.7811  -0.3348  0.2529
S  -6.3771  0.1525  -0.6277
H  -8.7604  -0.0604  -0.0803
H  -8.1119  -1.4853  2.0652
H  -3.5879  -1.1693  1.2706
H  -1.5283  -0.3333  0.5956
C  -1.4509  -1.5297  -1.2178
C  0.0143  -1.8037  -1.0344
C  0.9546  -1.2045  -1.8622
C  2.3035  -1.4610  -1.6953
C  2.7284  -2.3182  -0.6950
C  1.8004  -2.9049  0.1473
C  0.4517  -2.6442  -0.0191
H  -0.2694  -3.1144  0.6352
H  2.1236  -3.5803  0.9270
H  3.7807  -2.5329  -0.5802
H  3.0265  -0.9973  -2.3489
H  0.6228  -0.5398  -2.6445
H  -1.6802  -1.3730  -2.2725
H  -2.0423  -2.3712  -0.8507
H  1.5167  2.5521  -1.4763
H  3.8832  1.7387  -1.3764
H  6.8511  -1.6652  0.5150
H  7.3500  -0.2035  1.3712
H  8.5028  0.6070  -0.6915

Its electronic energy is -60062.85532 eV. As for the multiplicity: 1. Its SMILES is CCC(=O)N1CCc2cc(S(=O)(=O)N[C@H](Cc3ccccc3)C(=O)Nc3nccs3)ccc21. The energy above the lowest of the compared OMol25 structures with the same formula, charge and spin comes out at 0.0 kcal/mol.

Molecular formula: C23H24N4O4Ti
Method: DFT, ωB97M-V/def2-TZVPD

Positions of all 56 atoms, in Å:
Ti  -0.2254  0.3276  0.0768
O  2.7979  -0.9320  -3.2488
C  2.1008  -0.4004  -2.2878
O  0.8831  -0.2548  -2.2765
C  2.8676  0.1605  -1.1359
C  4.2264  0.4452  -1.0746
C  4.6683  1.3188  -0.0813
C  3.7272  1.9982  0.6837
C  2.3903  1.6296  0.5591
N  1.9949  0.6420  -0.2401
C  1.1891  2.4400  1.0317
O  1.2707  3.3259  1.8345
O  0.1113  2.0533  0.4035
H  2.2886  -1.1857  -4.0407
H  4.9065  0.0312  -1.8029
H  5.7223  1.5251  0.0327
H  3.9984  2.8094  1.3416
C  -1.3443  -2.7462  0.6059
N  -0.4786  -1.9343  -0.2889
C  0.7552  -2.7338  -0.4713
C  -1.2131  -1.7602  -1.5577
C  -1.2416  -2.6734  -2.5975
C  -1.9580  -2.3746  -3.7507
C  -2.6311  -1.1715  -3.8796
C  -2.6446  -0.2623  -2.8315
C  -1.9584  -0.5665  -1.6636
N  -1.9378  0.2260  -0.4937
C  -2.9546  0.0133  0.4335
C  -4.2718  -0.3245  0.1117
C  -5.1672  -0.6427  1.1173
C  -4.7697  -0.6404  2.4460
C  -3.4601  -0.3255  2.7827
C  -2.5534  -0.0112  1.7831
N  -1.1662  0.3945  2.0337
C  -0.4094  -0.5107  2.9345
C  -1.3075  1.7301  2.6686
H  -1.5911  -3.6947  0.1147
H  -2.2798  -2.2351  0.8255
H  -0.8136  -2.9652  1.5344
H  0.5245  -3.8025  -0.5372
H  1.4218  -2.5835  0.3844
H  1.2761  -2.4620  -1.3857
H  -0.7196  -3.6168  -2.5360
H  -1.9802  -3.0874  -4.5600
H  -3.1511  -0.9382  -4.7942
H  -3.1746  0.6772  -2.9093
H  -4.5740  -0.3473  -0.9234
H  -6.1835  -0.8970  0.8625
H  -5.4797  -0.8773  3.2216
H  -3.1678  -0.3366  3.8224
H  0.0382  0.0609  3.7528
H  0.4098  -1.0164  2.3836
H  -1.0647  -1.2674  3.3775
H  -1.8819  2.3788  2.0035
H  -1.8488  1.6345  3.6133
H  -0.3427  2.1974  2.8658

Its electronic energy is -61493.26676 eV. As for the multiplicity: 1. The energy above the lowest of the compared OMol25 structures with the same formula, charge and spin comes out at 52.5 kcal/mol. As for the total charge: +2.

Molecular formula: C23H24N5O4SV
Method: DFT, ωB97M-V/def2-TZVPD

Positions of all 58 atoms, in Å:
V  -0.0172  0.4529  -0.0820
O  1.0892  1.5470  0.5082
C  2.3849  1.6782  0.5720
C  3.0278  2.2228  1.6866
C  4.4047  2.2733  1.7395
C  5.1715  1.8239  0.6686
C  4.5584  1.3210  -0.4555
C  3.1615  1.2188  -0.5270
C  2.4853  0.7069  -1.6681
N  1.1926  0.5201  -1.6892
N  0.6138  0.2376  -2.8568
C  -0.6802  0.0667  -2.6942
O  -1.1815  0.1532  -1.5174
C  -1.5312  -0.1925  -3.8606
C  -0.9755  -0.5708  -5.0829
C  -1.7946  -0.7980  -6.1721
C  -3.1685  -0.6463  -6.0593
C  -3.7244  -0.2657  -4.8484
C  -2.9132  -0.0436  -3.7527
H  2.4171  2.5750  2.5057
H  4.8891  2.6669  2.6198
H  6.2485  1.8719  0.7217
H  5.1450  0.9909  -1.2988
H  3.0443  0.5235  -2.5834
H  0.0948  -0.6786  -5.1570
H  -1.3631  -1.0939  -7.1173
H  -3.8051  -0.8251  -6.9135
H  -4.7938  -0.1395  -4.7610
H  -3.3365  0.2621  -2.8065
C  0.0485  -2.3805  4.6891
C  -0.8615  -1.2007  5.0046
C  -0.2584  0.1229  4.5625
S  0.0124  0.3953  2.7436
O  1.1596  -0.4149  2.3668
C  -2.6373  -0.0503  2.2862
C  -3.0680  -2.5197  1.7384
C  -4.7575  -0.7521  1.0912
H  -0.4489  -3.3149  4.9406
H  0.9670  -2.3164  5.2682
H  0.3115  -2.3884  3.6349
H  -1.0310  -1.1525  6.0848
H  -1.8351  -1.3450  4.5352
H  0.7380  0.2448  4.9877
H  -0.8747  0.9668  4.8764
H  -2.8214  0.7306  1.5275
H  -2.7066  0.4052  3.2765
H  -2.2782  -2.7864  2.4471
H  -2.6175  -2.4415  0.7428
H  -5.1871  0.2110  1.3561
H  -5.5581  -1.4870  1.0319
H  -4.2739  -0.6673  0.1187
O  -1.0150  -0.5666  0.7661
N  -1.2997  -0.5816  2.1093
C  -3.7145  -1.1692  2.1325
C  -4.3598  -1.3546  3.4188
N  -4.8378  -1.4889  4.4481
C  -4.0477  -3.5733  1.7255
N  -4.8369  -4.4002  1.7121

Its electronic energy is -76400.71040 eV. As for the multiplicity: 3. The energy above the lowest of the compared OMol25 structures with the same formula, charge and spin comes out at 56.9 kcal/mol. As for the expectation value of S²: 2.02.